Run 1
One molecule with the formula C4H10N2S2. Source: the OMol25 dataset; level of theory: the ωB97M-V functional and the def2-TZVPD basis.

Positions of all 18 atoms, in Å:
C: -0.2612 -0.5402 -2.2177
N: -0.2184 -1.0506 -0.8518
C: -1.2422 -1.7684 -0.3604
S: -2.5624 -2.2252 -1.2252
N: 0.7395 -0.6026 0.0228
C: 0.7822 0.8377 0.3777
C: 1.6188 1.0883 1.6045
S: 1.6057 2.8976 1.9412
H: 0.7075 -0.1477 -2.4462
H: -0.9921 0.2628 -2.2274
H: -0.5963 -1.2810 -2.9152
H: -1.1590 -2.0410 0.6756
H: 1.6315 -0.9519 -0.2951
H: 1.0546 1.4581 -0.4683
H: -0.2809 1.1139 0.6287
H: 1.0815 0.7259 2.5343
H: 2.6201 0.6862 1.6245
H: 2.2067 3.2848 0.8103

Values from the calculation:
**M**: 150.27 g mol⁻¹
**Structure (SMILES)**: CN(C=S)NCCS
**Charge**: 0
**Frontier orbital gap**: 8.9 eV

Here are the Löwdin charges for atoms 1 to 4, given in e: -0.067 -0.280 -0.674 0.588



Run 2
A 2-piece molecular cluster, C4H10N2S2 overall. Source: the OMol25 dataset; level of theory: the ωB97M-V functional and the def2-TZVPD basis.

Positions of all 18 atoms, in Å:
C: 3.1984 0.0233 -0.4708
C: -0.0917 1.0782 -1.2682
C: -1.3215 -0.4346 1.5777
C: -2.3526 -0.4354 -0.6768
N: -0.1846 0.4774 -0.1594
N: -1.1572 -0.3861 0.1100
S: 2.7806 0.3845 1.1527
S: 4.7042 -0.6839 -0.8204
H: 0.7092 1.7835 -1.3780
H: -0.8225 0.9936 -2.1338
H: 1.4684 0.6459 0.8996
H: -1.3895 -1.4610 1.9080
H: -0.4288 0.0210 1.9727
H: -2.2683 0.1778 1.7147
H: -2.4966 0.4899 -1.1878
H: -2.2394 -1.1832 -1.5365
H: -3.2230 -0.5642 -0.0044
H: 5.1149 -0.9266 0.3006

Values from the calculation:
**M**: 150.27 g mol⁻¹
**Charge**: 0
**Frontier orbital gap**: 8.6 eV

Here are the Löwdin charges for atoms 1 to 4, given in e: -0.977 -0.049 -0.040 -0.087



Short version: run 1 is the most stable of them.



Run 1
One molecule with the formula C3H5FO2. Source: the OMol25 dataset; level of theory: the ωB97M-V functional and the def2-TZVPD basis.

Positions of all 11 atoms, in Å:
C: -0.2007 0.4516 -1.3385
C: 0.2369 0.6273 0.1193
F: 1.5593 1.0660 0.2190
C: 0.2741 -0.7530 0.8079
O: 0.7392 -1.7648 0.3327
O: -0.5544 -0.7110 1.8668
H: 0.3967 -0.2416 -1.8027
H: -1.2465 0.1107 -1.4043
H: -0.0679 1.5103 -1.8237
H: -0.3730 1.2715 0.7675
H: -0.7636 -1.5669 2.2561

Values from the calculation:
**M**: 92.07 g mol⁻¹
**Structure (SMILES)**: C[C@H](F)C(=O)O
**Charge**: 0
**Frontier orbital gap**: 11.4 eV

Here are the Löwdin charges for atoms 1 to 4, given in e: -0.013 -0.288 -0.009 -0.462



Run 2
One molecule with the formula C3H5FO2. Source: the OMol25 dataset; level of theory: the ωB97M-V functional and the def2-TZVPD basis.

Positions of all 11 atoms, in Å:
O: 0.5143 2.3725 -0.3687
C: 0.8879 1.2389 -0.2004
C: 0.2801 -0.0243 -0.6189
F: -0.8286 0.2154 -1.4083
C: -0.3006 -0.8933 0.5060
O: -1.4079 -0.3833 1.0969
H: 1.7673 1.0747 0.5313
H: 0.9396 -0.5827 -1.3379
H: -0.4421 -1.9380 0.1539
H: 0.4780 -1.1057 1.3066
H: -1.8881 0.0259 0.3393

Values from the calculation:
**M**: 92.07 g mol⁻¹
**Structure (SMILES)**: O=C[C@H](F)CO
**Charge**: 0
**Frontier orbital gap**: 11.0 eV

Here are the Löwdin charges for atoms 1 to 4, given in e: 0.094 -0.223 -0.287 -0.010



Short version: run 1 is the most stable of them.



Run 1
A 2-piece molecular cluster, C3HCl2NS overall. Source: the OMol25 dataset; level of theory: the ωB97M-V functional and the def2-TZVPD basis.

Positions of all 8 atoms, in Å:
C: -0.0913 -0.5022 2.3409
C: 1.7388 0.0242 0.0743
C: 0.5012 0.6608 0.0575
N: 0.0237 -1.5098 2.8582
S: 3.2018 0.8181 0.3113
Cl: 1.7213 -1.6711 -0.1783
Cl: 0.3185 2.3713 0.1175
H: -0.3190 0.0880 -0.2854

Values from the calculation:
**M**: 154.02 g mol⁻¹
**Charge**: 0
**Frontier orbital gap (spin up / spin down)**: 6.2 / 6.2 eV

Here are the Löwdin charges for atoms 1 to 4, given in e: -0.210 -1.304 -0.624 -0.059



Run 2
A 2-piece molecular cluster, C3HCl2NS overall. Source: the OMol25 dataset; level of theory: the ωB97M-V functional and the def2-TZVPD basis.

Positions of all 8 atoms, in Å:
C: -1.1941 -0.2934 1.4498
C: 1.0405 -0.1769 -0.5738
C: -0.3349 0.3275 -0.4511
N: -1.6688 -0.7065 2.3916
S: 2.3591 0.7531 -0.6862
Cl: 1.1140 -1.8700 -0.3972
Cl: -0.3297 2.0401 -0.4567
H: -0.9862 -0.0737 -1.2765

Values from the calculation:
**M**: 154.02 g mol⁻¹
**Charge**: 0
**Frontier orbital gap**: 7.5 eV

Here are the Löwdin charges for atoms 1 to 4, given in e: -0.145 -1.355 -0.692 0.025



Short version: run 2 is the most stable of them.



Run 1
A 2-piece molecular cluster, C5H8NOS overall. Source: the OMol25 dataset; level of theory: the ωB97M-V functional and the def2-TZVPD basis.

Positions of all 16 atoms, in Å:
C: 0.7932 -1.4686 0.3250
C: 0.9856 -0.7052 1.5586
C: -0.2005 -1.1205 -0.4848
C: 0.3005 0.4741 1.7516
C: -0.8106 0.1561 -0.2810
N: -0.6289 0.8330 0.7799
O: 0.5526 1.1773 -1.5361
S: -2.3528 0.6701 -1.1339
H: 1.1017 -2.4536 0.3399
H: 1.7836 -0.9675 2.1591
H: -0.2381 -1.7045 -1.3163
H: 0.2922 1.1037 2.5673
H: -1.1170 1.7058 0.9846
H: 0.2262 1.1588 -2.3867
H: 1.5062 1.2770 -1.2721
H: -2.1938 -0.1363 -2.0551

Values from the calculation:
**M**: 130.19 g mol⁻¹
**Charge**: +1
**Frontier orbital gap**: 9.5 eV

Here are the Löwdin charges for atoms 1 to 4, given in e: 0.004 0.027 -0.043 0.016



Run 2
A 2-piece molecular cluster, C5H8NOS overall. Source: the OMol25 dataset; level of theory: the ωB97M-V functional and the def2-TZVPD basis.

Positions of all 16 atoms, in Å:
C: -1.5857 1.6937 0.7513
C: -2.4400 2.6684 0.1936
C: -0.9213 1.8874 -1.5106
C: -0.7357 1.3445 -0.3348
C: 0.4751 -1.2733 0.2212
N: 0.2202 -1.8043 -1.1372
O: -0.2010 -1.8178 1.2365
S: -2.0779 3.1627 -1.4353
H: -1.3173 1.3067 1.6855
H: -3.1906 3.1923 0.7299
H: -0.5115 1.7186 -2.4448
H: 1.5374 -1.2117 0.4486
H: 0.9344 -2.2057 -1.7586
H: -0.6164 -2.4358 -0.9846
H: -0.0784 -0.9558 -1.6013
H: 0.0852 -1.3901 2.0555

Values from the calculation:
**M**: 130.19 g mol⁻¹
**Charge**: +1
**Frontier orbital gap (spin up / spin down)**: 8.0 / 7.9 eV

Here are the Löwdin charges for atoms 1 to 4, given in e: -0.137 -0.374 -0.474 -0.129



Short version: run 1 is the most stable of them.